Entry 1:
DFT (ωB97M-V/def2-TZVPD) results for C13H17N5O2ReS as an isolated structure.

Highest occupied orbital energy (spin up / spin down) (eV): -14.0 / -14.1
LUMO (spin up / spin down) (eV): -7.6 / -8.7

```
! wB97M-V def2-TZVPD RIJCOSX def2/J DEFGRID3
* xyz 2 4
Re 0.131 -1.289 0.107
S 1.049 -3.665 0.606
O 0.792 0.491 -0.257
O -1.305 -2.480 0.034
N 3.474 -4.661 0.501
N 2.544 -1.183 0.447
N -1.575 0.125 0.117
N -1.232 1.390 -0.027
N 3.318 -2.355 0.388
C 0.048 1.578 -0.228
C -3.855 0.964 0.222
C -2.578 -2.606 0.171
C -3.136 -3.986 0.204
C 2.737 -3.563 0.493
C 0.677 5.264 -0.126
C -2.884 -0.158 0.200
C -3.375 -1.469 0.268
C 1.886 5.337 -0.813
C 0.047 4.049 0.051
C 1.868 2.961 -1.127
C 0.647 2.878 -0.437
C 2.469 4.183 -1.328
H -4.149 -3.994 0.594
H -4.876 0.597 0.205
H -3.703 1.569 1.117
H 3.026 -5.565 0.564
H -0.885 3.980 0.587
H 2.856 -0.523 -0.274
H 0.233 6.165 0.266
H -4.440 -1.596 0.372
H 2.368 6.292 -0.963
H 2.668 -0.715 1.358
H 3.387 4.245 -1.893
H -2.498 -4.630 0.809
H -3.150 -4.406 -0.804
H -3.698 1.634 -0.623
H 4.329 -2.267 0.324
H 4.481 -4.652 0.430
H 2.305 2.061 -1.531
*
```

---

Entry 2:
DFT (ωB97M-V/def2-TZVPD) results for C13H17NO7V as an isolated structure.

Highest occupied orbital energy (spin up / spin down) (eV): -7.9 / -7.3
LUMO (spin up / spin down) (eV): 0.4 / 0.4
ΔE to the lowest compared entry with this formula, charge and spin (kJ/mol): 0.0

```
! wB97M-V def2-TZVPD RIJCOSX def2/J DEFGRID3
* xyz 0 2
V 1.276 -0.323 2.203
O -0.585 0.468 1.454
O -0.435 -0.803 3.255
O 2.043 1.487 2.209
O 1.580 -1.075 0.310
O -1.151 -1.101 -0.936
O 1.601 -2.347 2.110
O 2.310 3.688 1.981
N 0.983 1.411 -0.452
C -0.278 -2.631 0.588
C -1.818 -3.294 -1.265
C -0.606 -2.427 -0.900
C 1.867 3.209 -1.698
C -1.428 -1.798 1.262
C 0.867 2.647 0.421
C -0.814 -0.650 2.043
C 1.049 -2.036 1.002
C 1.208 1.850 -1.863
C 1.077 3.815 -0.540
C -2.966 -2.503 -0.586
C -2.198 -1.323 0.022
C 1.840 2.631 1.627
H -1.723 -4.316 -0.901
H 2.918 3.086 -1.424
H -0.127 2.619 0.861
H 0.249 -2.492 -1.566
H 0.162 0.801 -0.312
H -3.691 -2.150 -1.317
H -1.946 -3.327 -2.346
H -0.305 -3.677 0.888
H 1.800 1.097 -2.376
H 1.757 0.821 -0.140
H 0.117 4.187 -0.901
H -2.763 -0.407 0.165
H -2.027 -2.406 1.938
H 1.594 4.621 -0.028
H -3.498 -3.081 0.169
H 1.823 3.799 -2.611
H 0.235 1.928 -2.345
*
```

---

Entry 3:
DFT (ωB97M-V/def2-TZVPD) results for C13H18AgN3O4S2Sb as an isolated structure.

Highest occupied orbital energy (eV): -5.0
LUMO (eV): 2.6
ΔE to the lowest compared entry with this formula, charge and spin (kJ/mol): 32.6

```
! wB97M-V def2-TZVPD RIJCOSX def2/J DEFGRID3
* xyz -1 1
Sb 1.827 1.328 2.034
Ag -1.188 1.728 1.687
S -3.104 0.157 -0.818
S -2.515 -2.461 0.846
O 0.107 3.854 1.303
O -3.328 1.509 -1.251
O -4.275 -0.650 -0.554
O -1.201 3.614 3.077
N 0.143 -2.499 -5.037
N -1.158 -0.792 2.276
N -2.092 0.193 0.430
C 2.352 0.357 0.176
C -2.148 -0.648 -2.105
C -0.927 -0.103 -2.461
C 3.061 3.058 1.640
C -0.438 4.255 2.339
C -0.595 -1.907 -4.021
C -0.148 -0.728 -3.416
C -1.882 -0.856 1.188
C -1.084 -1.995 2.901
C -2.605 -1.807 -2.699
C -1.729 -3.018 2.302
C -1.832 -2.439 -3.654
C 3.475 0.325 3.086
H -0.613 0.812 -1.984
H 1.125 -2.275 -5.045
H 3.619 0.777 4.062
H -1.804 -4.043 2.605
H -3.568 -2.186 -2.396
H 2.093 -0.694 0.237
H 3.306 3.552 2.574
H 4.397 0.404 2.522
H 1.786 0.806 -0.630
H -2.177 -3.347 -4.132
H 0.807 -0.307 -3.705
H -0.219 5.307 2.652
H 3.237 -0.723 3.226
H -0.531 -2.057 3.822
H -0.044 -3.475 -5.210
H 3.976 2.782 1.124
H 3.414 0.455 -0.023
H 2.480 3.738 1.033
*
```

---

Entry 4:
DFT (ωB97M-V/def2-TZVPD) results for C13H18BrF3N2O5RbS as an isolated structure.

Highest occupied orbital energy (eV): -6.2
LUMO (eV): 2.3
ΔE to the lowest compared entry with this formula, charge and spin (kJ/mol): 0.0

```
! wB97M-V def2-TZVPD RIJCOSX def2/J DEFGRID3
* xyz -1 1
Rb -0.727 0.338 -0.241
Br 0.975 3.744 7.782
S -0.331 -1.322 -3.531
F -3.764 -2.238 -1.186
F -4.995 -1.174 -2.626
F -5.465 -1.065 -0.516
O 1.094 1.714 1.250
O -2.794 0.371 -2.271
O 0.883 -2.033 -4.061
O -3.402 0.642 -0.133
O 0.398 -0.184 2.209
N 0.841 -2.243 -0.153
N 2.073 0.046 -1.718
C -4.447 -1.080 -1.393
C 0.856 1.669 3.606
C -0.295 0.335 -4.198
C 0.795 1.006 2.236
C 0.927 2.898 6.084
C 2.196 -2.198 -0.673
C -3.470 0.129 -1.253
C 2.714 -0.769 -0.686
C 0.016 1.242 4.627
C 1.731 2.721 3.843
C -1.722 -1.910 -4.490
C 1.783 3.333 5.085
C 0.035 1.859 5.867
H -0.629 1.542 6.659
H 2.468 4.146 5.285
H -1.844 -2.963 -4.241
H -0.648 0.413 4.422
H 0.503 0.874 -3.693
H 2.909 -2.807 -0.093
H 2.354 3.057 3.026
H 2.338 -0.289 -2.639
H 2.188 -2.590 -1.695
H 3.809 -0.799 -0.792
H -0.094 0.287 -5.269
H -2.609 -1.353 -4.190
H 2.500 -0.298 0.277
H 2.372 1.009 -1.613
H 0.812 -1.894 0.803
H -1.250 0.810 -3.980
H -1.516 -1.811 -5.556
H 0.432 -3.168 -0.169
*
```

---

Entry 5:
DFT (ωB97M-V/def2-TZVPD) results for an isolated ion of composition C13H18F3IN3O and charge +1.

Highest occupied orbital energy (eV): -11.2
SMILES: CC(C)=N[C@@H]1[C@@H](I)CC[C@H](CCC(F)=C(F)F)[N@@H+]1N=C=O
LUMO (eV): -3.7

```
! wB97M-V def2-TZVPD RIJCOSX def2/J DEFGRID3
* xyz 1 1
I 3.889 -2.092 0.472
F -5.022 0.023 -1.436
F -4.679 1.144 1.652
F -4.101 2.004 -1.254
O -1.235 2.628 -0.960
N 0.013 0.597 -0.977
N -0.033 -0.106 0.274
N 2.052 0.576 1.290
C -0.218 -2.194 -1.070
C -4.025 0.525 0.635
C 2.587 1.575 0.670
C -2.975 -0.448 1.056
C 1.979 2.945 0.827
C -4.385 0.869 -0.654
C -0.789 -1.387 0.085
C 2.051 -1.358 -0.377
C 3.856 1.549 -0.127
C 1.228 -2.615 -0.746
C -2.294 -1.158 -0.122
C 1.384 -0.511 0.726
C -0.658 1.640 -1.011
H 4.314 2.531 -0.207
H 1.199 -1.214 1.542
H -2.293 0.073 1.740
H -2.727 -2.151 -0.215
H -2.437 -0.652 -1.081
H 1.226 -3.318 0.087
H 2.235 -0.791 -1.287
H 1.697 -3.099 -1.600
H 1.632 3.273 -0.156
H 1.183 2.947 1.564
H -3.446 -1.229 1.667
H -0.220 -1.660 -2.019
H 2.760 3.651 1.115
H 4.552 0.853 0.338
H -0.720 -2.008 0.979
H -0.450 0.472 1.011
H -0.867 -3.059 -1.196
H 3.704 1.178 -1.145
*
```

---

Entry 6:
DFT (ωB97M-V/def2-TZVPD) results for C13H18F6GaI3N2O5S3 as an isolated structure.

Highest occupied orbital energy (eV): -15.0
LUMO (eV): -7.8
ΔE to the lowest compared entry with this formula, charge and spin (kJ/mol): 70.0

```
! wB97M-V def2-TZVPD RIJCOSX def2/J DEFGRID3
* xyz 2 1
I -2.643 -0.297 -0.731
I -4.686 1.394 -0.773
I 2.918 -2.445 -3.468
Ga 0.147 0.026 1.018
S -0.153 2.359 0.888
S 2.747 -0.633 2.464
S 0.329 -0.848 3.865
F -1.624 -2.158 4.901
F 2.828 1.445 4.020
F -0.361 -3.344 3.599
F 4.417 1.334 2.545
F 0.340 -2.791 5.576
F 4.458 0.040 4.285
O 0.891 2.895 1.746
O -0.538 -0.667 2.613
O 1.974 0.229 1.487
O 0.185 0.212 4.788
O 3.644 -1.546 1.870
N 0.345 -1.522 -0.164
N 1.751 -1.331 3.450
C -2.175 2.254 2.749
C -3.394 2.959 3.335
C 3.697 0.659 3.415
C 1.513 -2.577 -1.956
C -0.382 -2.423 4.549
C -1.764 2.908 1.434
C 0.813 -3.754 -1.701
C -0.113 -3.794 -0.668
C -0.004 2.897 -0.813
C 0.272 4.838 -2.362
C 1.255 -1.479 -1.160
C -0.329 -2.664 0.089
C -0.075 4.420 -0.935
H 0.214 5.921 -2.458
H -1.602 3.984 1.550
H -2.402 1.200 2.574
H -0.661 -4.699 -0.445
H 0.974 2.520 -1.128
H -0.788 2.384 -1.378
H -1.077 4.767 -0.680
H -3.174 4.005 3.550
H -2.473 2.739 0.620
H -1.342 2.300 3.456
H 1.285 4.535 -2.625
H -0.418 4.401 -3.084
H -1.033 -2.647 0.910
H 0.994 -4.635 -2.303
H 0.624 4.871 -0.228
H -3.692 2.484 4.268
H 1.784 -0.545 -1.302
H -4.241 2.919 2.651
*
```

---

Entry 7:
DFT (ωB97M-V/def2-TZVPD) results for C13H18GeNNiS5 as an isolated structure.

Highest occupied orbital energy (eV): -3.5
LUMO (eV): 2.3
ΔE to the lowest compared entry with this formula, charge and spin (kJ/mol): 0.0

```
! wB97M-V def2-TZVPD RIJCOSX def2/J DEFGRID3
* xyz -1 1
Ge -2.390 0.293 0.312
Ni 0.636 1.400 -0.403
S 2.435 5.714 0.429
S 0.415 3.553 -0.289
S 4.566 3.854 0.808
S 2.824 1.449 0.144
S 5.126 6.760 1.178
N 0.807 -0.526 -0.519
C -1.255 1.289 -0.903
C 4.092 5.505 0.838
C 1.294 -3.265 -0.767
C 0.862 -2.505 -1.845
C 0.623 -1.153 -1.682
C 1.220 -1.248 0.528
C 3.031 3.160 0.356
C 2.024 4.037 0.175
C 1.548 -4.740 -0.890
C -4.300 0.684 -0.018
C -2.295 -1.679 0.207
C 1.467 -2.605 0.443
C -1.997 0.797 2.172
H 0.796 -5.304 -0.335
H 1.802 -3.138 1.324
H -4.942 0.170 0.700
H -0.920 0.896 2.311
H 0.269 -0.537 -2.496
H 2.524 -5.001 -0.480
H -4.483 1.757 0.063
H -4.588 0.368 -1.023
H -2.446 1.765 2.401
H 1.362 -0.700 1.450
H -1.303 0.844 -1.909
H -2.384 0.061 2.881
H 0.704 -2.960 -2.815
H -2.562 -2.030 -0.793
H 1.513 -5.062 -1.930
H -1.312 -2.080 0.458
H -1.742 2.266 -0.993
H -3.019 -2.094 0.913
*
```

---

Entry 8:
DFT (ωB97M-V/def2-TZVPD) results for a 5-piece molecular cluster, C13H18IN6S overall.

Highest occupied orbital energy (eV): -12.3
LUMO (eV): -5.4

```
! wB97M-V def2-TZVPD RIJCOSX def2/J DEFGRID3
* xyz 1 1
I -1.616 0.607 -0.729
S 5.329 0.025 -0.598
N 8.723 4.777 0.331
N -5.219 2.224 -1.684
N -9.278 2.159 2.173
N 2.460 -0.895 -0.001
N 0.150 -2.219 -1.096
N -0.749 -4.703 2.691
C 8.104 2.133 -0.270
C 1.374 -0.143 -0.739
C -3.609 4.480 -1.455
C 0.411 -5.159 2.502
C 0.853 -1.263 -1.839
C 8.442 3.578 0.059
C -8.629 1.608 1.243
C -7.846 0.943 0.122
C 3.662 -0.269 -0.351
C -4.489 3.247 -1.580
C 0.054 -1.916 0.386
C 1.810 -5.709 2.275
C 0.105 -0.274 0.342
H -3.686 4.892 -0.445
H -1.079 -2.177 0.650
H -3.927 5.239 -2.174
H -7.173 1.668 -0.343
H -0.253 -3.040 -1.632
H 8.658 1.461 0.391
H 8.372 1.914 -1.307
H -8.534 0.559 -0.636
H 0.512 0.310 1.291
H 1.993 -5.831 1.204
H 7.032 1.961 -0.135
H -7.255 0.114 0.521
H 0.714 -2.506 1.151
H 1.913 -6.681 2.766
H -2.567 4.215 -1.652
H 2.553 -5.021 2.687
H 1.642 0.936 -1.107
H 1.043 -1.242 -3.011
*
```

---

| no. | calculated total energy (eV) |
| --- | --- |
| 1 | -38251.013 |
| 2 | -55268.806 |
| 3 | -58642.307 |
| 4 | -116681.374 |
| 5 | -36531.358 |
| 6 | -152463.602 |
| 7 | -167001.535 |
| 8 | -41633.288 |